{"formula": "C4H18N2O3S", "method": "ωB97M-V with the def2-TZVPD basis set", "species": ["C", "N", "C", "C", "S", "C", "N", "H", "H", "H", "H", "H", "H", "H", "H", "H", "H", "H", "H", "H", "H", "O", "H", "H", "O", "H", "H", "O"], "positions_angstrom": [[-1.8022, 1.5350, 0.3288], [-1.0488, 0.4493, -0.2875], [-0.1074, -0.2200, 0.5307], [-0.8739, -1.1417, 1.4987], [0.1999, -2.1592, 2.5568], [0.8254, 0.7609, 1.3925], [2.0388, 0.0617, 1.6637], [-1.2930, 2.1033, 1.1139], [-2.7570, 1.1457, 0.6542], [-2.0442, 2.2756, -0.4281], [-0.5207, 0.8079, -1.0907], [0.6040, -0.7148, -0.1239], [-1.2710, -1.9330, 0.8763], [-1.6167, -0.7023, 2.1608], [1.0918, -1.2684, 3.0039], [1.0480, 1.6007, 0.7402], [0.3083, 1.0674, 2.2951], [2.5663, 0.4188, 2.4528], [2.6562, -0.0300, 0.8674], [-0.6131, -0.3870, -3.8020], [0.3558, -1.1217, -2.8840], [0.3275, -0.5254, -3.6406], [1.4341, 2.7233, -1.5484], [1.2782, 2.0200, -2.8425], [0.8244, 2.1194, -1.9934], [-1.2133, -2.5753, -1.2789], [-0.1369, -3.5895, -0.9090], [-0.2607, -2.7205, -1.3070]], "multiplicity": 2, "e_tot_ev": -24389.340, "total_charge": 1, "e_above_lowest_kcal_mol": 0.00, "lumo_energy_ha": [-0.099, -0.279], "homo_lumo_gap_ev": [10.746, 5.039]}

---

{"formula": "C4H18N2O4", "method": "ωB97M-V with the def2-TZVPD basis set", "species": ["C", "C", "C", "O", "N", "C", "N", "H", "H", "H", "H", "H", "H", "H", "H", "H", "H", "H", "H", "H", "H", "O", "H", "H", "O", "H", "H", "O"], "positions_angstrom": [[1.8379, 0.1597, -1.0587], [1.4470, 1.5631, -1.5695], [0.0740, 1.6966, -2.2577], [-0.7476, 2.6897, -1.6198], [1.3495, -0.0702, 0.3035], [1.2907, -1.5297, 0.5519], [1.1555, -1.8760, 1.9401], [2.9179, 0.2521, -1.0733], [1.3643, -0.5634, -1.7301], [1.4992, 2.3493, -0.8148], [2.1959, 1.8678, -2.2966], [0.1482, 1.9140, -3.3080], [-0.5277, 0.7897, -2.1277], [-0.2002, 3.2297, -1.0321], [0.4302, 0.3437, 0.3995], [2.2230, -1.9113, 0.1577], [0.3874, -1.9026, 0.0709], [1.9603, -1.5469, 2.4777], [0.3960, -1.3525, 2.3683], [-2.3806, -0.2284, -1.3655], [-3.5909, -0.0286, -0.4791], [-2.6648, -0.2910, -0.4477], [-0.9978, 0.4276, 3.9209], [-1.9364, 1.4947, 3.3157], [-1.2160, 0.8930, 3.1080], [-1.7269, -3.0269, 0.2484], [-2.4959, -2.2187, 1.2305], [-2.1922, -3.1244, 1.0872]], "e_tot_ev": -15609.090, "smiles": "NCNCCCO.O.O.O", "e_above_lowest_kcal_mol": 24.63, "lumo_energy_ha": 0.017, "homo_lumo_gap_ev": 9.371}